Entry 1:
The following is a quantum chemistry calculation of a molecular structure, C3H12CdINbOP at a distorted geometry, from OMol25.

Values from the calculation:
**Lowest unoccupied orbital energy**: -0.282 hartree
**Maximum force**: 0.0852 Eh/bohr
**HOMO energy**: -12.28 eV
**Charge**: +1
**HOMO-LUMO gap**: 4.619 eV

Element x y z (Å)
C -2.394 0.228 1.156
C -0.932 -0.035 1.555
C 0.129 0.692 0.666
I 1.808 1.100 1.864
Nb 0.475 -0.634 -1.211
P 3.011 -0.402 -1.082
O 2.894 -1.453 -2.166
H -2.760 1.201 1.537
H -2.512 0.116 0.058
H -3.063 -0.538 1.555
H -0.765 0.230 2.602
H -0.792 -1.118 1.454
H -0.287 1.699 0.423
H 0.447 1.058 -2.159
H 0.315 -1.550 -2.731
H 0.276 -2.152 -0.210
H -1.358 -0.393 -1.324
H 3.583 -0.808 0.135
H 3.603 0.831 -1.411
Cd -1.676 1.926 -0.712

Entry 2:
The following is a quantum chemistry calculation of a single C23H28O8 molecule at a distorted geometry, from OMol25.

Values from the calculation:
**ΔE to the lowest compared entry with this formula, charge and spin**: 3.1 kcal per mole
**Lowest unoccupied orbital energy**: 0.015 hartree
**Maximum force**: 0.0202 Eh/bohr
**HOMO energy**: -8.90 eV
**HOMO-LUMO gap**: 9.306 eV

Element x y z (Å)
C -4.178 -3.845 2.074
O -3.310 -2.734 1.877
C -3.496 -2.032 0.757
O -4.348 -2.289 -0.052
C -2.513 -0.876 0.674
C -3.276 0.410 0.358
C -2.308 1.589 0.353
O -2.996 2.770 -0.031
C -2.350 3.922 0.216
C -3.091 5.089 -0.371
O -1.324 3.982 0.841
C -1.153 1.327 -0.616
O -0.911 2.082 -1.518
C -0.409 0.052 -0.283
C -1.392 -1.150 -0.371
C -2.005 -1.313 -1.765
C -0.644 -2.423 0.063
C 0.685 -2.626 -0.658
C 1.590 -1.406 -0.519
C 2.882 -1.605 -1.288
O 3.224 -2.646 -1.779
O 3.637 -0.512 -1.452
C 3.358 0.677 -0.723
C 3.983 0.591 0.642
C 4.654 -0.523 1.217
C 5.074 -0.111 2.443
O 4.715 1.162 2.666
C 4.059 1.585 1.575
C 1.858 1.057 -0.645
C 0.933 -0.111 -1.037
C 0.814 -0.128 -2.565
H -3.956 -4.234 3.064
H -5.220 -3.524 2.009
H -3.997 -4.606 1.313
H -2.052 -0.791 1.664
H -3.763 0.335 -0.613
H -4.050 0.586 1.106
H -1.878 1.744 1.354
H -2.736 6.012 0.076
H -2.900 5.112 -1.442
H -4.158 4.968 -0.214
H -0.144 0.135 0.780
H -2.984 -1.780 -1.695
H -1.389 -1.949 -2.390
H -2.117 -0.355 -2.264
H -1.284 -3.288 -0.119
H -0.455 -2.372 1.138
H 0.525 -2.839 -1.714
H 1.194 -3.494 -0.239
H 1.845 -1.266 0.540
H 3.896 1.449 -1.289
H 4.807 -1.482 0.767
H 5.618 -0.613 3.218
H 3.702 2.596 1.570
H 1.649 1.378 0.377
H 1.656 1.905 -1.298
H 1.796 0.011 -3.013
H 0.418 -1.065 -2.938
H 0.176 0.682 -2.903

Entry 3:
The following is a quantum chemistry calculation of a molecular structure, C2H7N3O2 at a distorted geometry, from OMol25.

Values from the calculation:
**ΔE to the lowest compared entry with this formula, charge and spin**: 119.1 kcal per mole
**Lowest unoccupied orbital energy**: 0.012 hartree
**Maximum force**: 0.0285 Eh/bohr
**HOMO energy**: -9.75 eV
**HOMO-LUMO gap**: 10.066 eV

Element x y z (Å)
C -0.347 1.752 -0.320
N -0.343 -0.566 1.625
N -0.013 -1.611 0.891
N 0.255 0.554 0.239
C -0.161 -0.975 -0.630
O 0.880 -1.416 -1.419
O -1.284 -0.921 -1.072
H 1.714 -1.412 -0.935
H -1.307 -0.338 1.360
H 0.914 -1.949 1.149
H 1.218 0.709 0.531
H -0.497 2.508 0.456
H -1.306 1.486 -0.763
H 0.276 2.179 -1.112